Entry from the Open Molecules 2025 dataset: C18H18N2O6 in the gas phase (ωB97M-V/def2-TZVPD).

The structure (SMILES) is COc1ccc(/C=N\NC(=O)COc2ccccc2)c(C(=O)O)c1OC. For the electronic energy, the calculation gives -34221.4648 eV. As for the molar mass: 358.350 Da. The spin multiplicity is 1. The value obtained for the highest occupied orbital energy is -8.14 eV. The frontier orbital gap comes out at 8.73 eV. The relative energy (zero: lowest compared OMol25 entry of this formula, charge and spin) is 361.63 kJ/mol.

Each line ends with the Mulliken charge.
Positions of all 44 atoms, in Å:
C: 1.288 4.351 0.374  -0.96
O: 2.232 3.311 0.447  -0.47
C: 1.862 2.055 0.052  1.31
C: 0.601 1.753 -0.443  -0.59
C: 0.244 0.460 -0.775  -0.81
C: 1.153 -0.578 -0.635  -0.09
C: 0.793 -1.939 -1.032  -0.50
N: -0.260 -2.614 -0.817  -1.24
N: -1.282 -2.211 -0.010  0.54
C: -1.255 -1.503 1.149  0.64
O: -0.293 -0.950 1.630  -0.58
C: -2.624 -1.514 1.847  -0.61
O: -3.712 -1.672 0.969  -0.54
C: -4.003 -0.649 0.102  0.63
C: -5.092 -0.866 -0.739  -0.65
C: -5.464 0.096 -1.656  -0.32
C: -4.756 1.285 -1.746  -0.65
C: -3.677 1.499 -0.910  -0.57
C: -3.293 0.542 0.016  -0.16
C: 2.450 -0.278 -0.203  0.61
C: 3.475 -1.353 -0.110  -0.14
O: 4.576 -1.314 -0.591  -0.54
O: 3.022 -2.428 0.550  -0.41
C: 2.819 1.021 0.161  0.48
O: 4.072 1.141 0.657  -0.48
C: 4.741 2.383 0.682  -0.84
H: 0.411 4.143 0.995  0.37
H: 0.971 4.539 -0.657  0.35
H: 1.799 5.232 0.758  0.26
H: -0.134 2.534 -0.557  0.45
H: -0.745 0.265 -1.162  0.74
H: 1.514 -2.471 -1.643  0.50
H: -2.119 -2.759 -0.182  0.33
H: -2.715 -0.608 2.458  0.36
H: -2.661 -2.381 2.515  0.36
H: -5.631 -1.796 -0.653  0.42
H: -6.309 -0.082 -2.303  0.37
H: -5.045 2.036 -2.465  0.39
H: -3.120 2.422 -0.973  0.36
H: -2.443 0.733 0.652  0.48
H: 3.714 -3.107 0.595  0.33
H: 5.783 2.135 0.883  0.30
H: 4.360 3.033 1.472  0.24
H: 4.670 2.897 -0.278  0.32

***

Entry from the Open Molecules 2025 dataset: 10 unconnected molecules or ions with the total composition C41H98Br6N3O23P5 in a non-equilibrium geometry (ωB97M-V/def2-TZVPD).

The structure (SMILES) is CCOP(=O)(OCC)OCC.CCOP(=O)(OCC)OCC.CCOP(=O)(OCC)OCC.CCOP(=O)(OCC)OCC.CCOP(=O)(OCC)OCC.BrC(Br)Br.BrC(Br)Br.CN(C)C=O.CN(C)C=O.CN(C)C=O. For the electronic energy, the calculation gives -562376.5039 eV. As for the molar mass: 1635.527 Da. The spin multiplicity is 1. The value obtained for the highest occupied orbital energy is -9.21 eV. The frontier orbital gap comes out at 8.32 eV.

Each line ends with the Mulliken charge.
Positions of all 176 atoms, in Å:
C: -3.797 -9.345 6.335  -1.07
C: -4.794 -9.443 7.423  -0.26
O: -4.285 -8.467 8.382  -0.27
P: -5.316 -7.304 9.011  0.83
O: -6.758 -7.743 9.117  -0.71
O: -4.699 -7.084 10.510  -0.30
C: -3.309 -6.914 10.668  0.04
C: -2.768 -7.441 11.961  -1.23
O: -4.955 -5.941 8.195  -0.25
C: -5.139 -4.622 8.718  -0.16
C: -6.624 -4.324 8.916  -1.05
H: -4.110 -9.795 5.394  0.38
H: -3.824 -8.295 6.042  0.26
H: -2.771 -9.535 6.653  0.27
H: -5.785 -9.211 7.035  0.32
H: -4.872 -10.480 7.749  0.29
H: -2.870 -7.497 9.858  0.28
H: -3.098 -5.873 10.425  0.23
H: -3.394 -7.069 12.772  0.31
H: -2.918 -8.520 11.909  0.28
H: -1.727 -7.163 12.127  0.36
H: -4.631 -4.416 9.660  0.15
H: -4.756 -3.861 8.037  0.35
H: -7.155 -5.145 9.397  0.32
H: -6.864 -3.485 9.570  0.37
H: -7.067 -4.058 7.956  0.26
C: 10.673 13.116 5.268  -1.09
C: 10.334 12.407 6.561  -0.21
O: 9.453 11.319 6.278  -0.23
P: 7.881 11.523 5.957  0.69
O: 7.629 11.879 4.528  -0.65
O: 7.378 12.580 7.079  -0.23
C: 6.009 12.711 7.226  -0.15
C: 5.679 13.509 8.471  -1.28
O: 7.114 10.186 6.344  -0.30
C: 7.852 8.935 6.539  -0.31
C: 8.178 8.459 5.191  -0.99
H: 10.962 12.445 4.459  0.28
H: 9.855 13.703 4.850  0.30
H: 11.474 13.853 5.334  0.41
H: 11.249 12.057 7.039  0.30
H: 9.880 13.082 7.286  0.25
H: 5.593 13.210 6.351  0.29
H: 5.544 11.730 7.326  0.28
H: 6.155 13.013 9.317  0.32
H: 6.049 14.534 8.474  0.31
H: 4.598 13.474 8.605  0.38
H: 8.696 9.013 7.224  0.30
H: 7.162 8.249 7.030  0.34
H: 8.819 9.143 4.634  0.33
H: 8.766 7.561 5.380  0.37
H: 7.300 8.204 4.599  0.28
C: -8.376 10.029 -0.890  -1.00
C: -8.383 8.692 -0.164  -0.20
O: -7.597 7.767 -0.818  -0.29
P: -8.263 6.795 -1.978  0.92
O: -9.611 6.166 -1.737  -0.69
O: -8.203 7.710 -3.335  -0.28
C: -9.394 8.131 -3.995  -0.18
C: -9.835 7.153 -5.065  -1.27
O: -7.052 5.681 -2.193  -0.36
C: -7.257 4.714 -3.230  -0.01
C: -6.134 3.668 -3.254  -1.35
H: -7.354 10.367 -1.057  0.27
H: -8.881 9.965 -1.854  0.19
H: -8.798 10.877 -0.352  0.41
H: -7.902 8.921 0.787  0.29
H: -9.442 8.458 -0.057  0.30
H: -10.189 8.342 -3.280  0.35
H: -9.080 9.064 -4.463  0.36
H: -10.637 7.585 -5.664  0.39
H: -9.019 6.902 -5.743  0.30
H: -10.148 6.233 -4.572  0.30
H: -8.152 4.144 -2.980  0.30
H: -7.326 5.230 -4.188  0.22
H: -5.259 4.224 -3.591  0.33
H: -5.969 3.146 -2.312  0.34
H: -6.353 2.888 -3.984  0.38
C: -3.707 -9.691 -10.611  -1.30
C: -5.002 -9.538 -9.827  -0.14
O: -5.909 -10.102 -10.715  -0.22
P: -7.249 -10.789 -10.138  0.82
O: -7.137 -11.933 -9.210  -0.69
O: -8.046 -9.486 -9.465  -0.33
C: -9.284 -9.632 -8.751  -0.32
C: -10.509 -9.479 -9.608  -0.88
O: -8.070 -11.049 -11.532  -0.29
C: -8.560 -12.334 -11.730  -0.23
C: -9.583 -12.232 -12.833  -1.22
H: -3.839 -9.402 -11.654  0.33
H: -2.996 -9.014 -10.137  0.37
H: -3.362 -10.710 -10.780  0.33
H: -4.888 -10.071 -8.883  0.34
H: -5.285 -8.495 -9.688  0.29
H: -9.269 -10.589 -8.230  0.33
H: -9.395 -8.869 -7.981  0.32
H: -11.411 -9.622 -9.014  0.39
H: -10.560 -8.482 -10.047  0.25
H: -10.615 -10.266 -10.355  0.15
H: -7.772 -13.077 -11.854  0.40
H: -9.034 -12.623 -10.791  0.34
H: -10.139 -11.302 -12.707  0.27
H: -9.056 -11.992 -13.756  0.32
H: -10.112 -13.149 -13.091  0.37
C: 0.080 -2.879 -3.453  -1.23
C: 1.235 -2.673 -2.480  -0.16
O: 0.690 -2.695 -1.162  -0.24
P: 1.424 -1.971 0.032  0.80
O: 2.907 -2.170 0.120  -0.67
O: 0.906 -0.405 -0.185  -0.36
C: 0.983 0.437 0.930  -0.29
C: 2.322 0.858 1.394  -1.01
O: 0.553 -2.338 1.314  -0.20
C: 0.411 -3.665 1.834  -0.20
C: 1.486 -3.916 2.912  -1.14
H: -0.772 -2.257 -3.176  0.30
H: 0.393 -2.820 -4.495  0.38
H: -0.243 -3.873 -3.145  0.29
H: 2.092 -3.323 -2.658  0.33
H: 1.517 -1.648 -2.721  0.26
H: 0.408 1.323 0.661  0.35
H: 0.358 0.031 1.726  0.28
H: 2.857 1.252 0.530  0.26
H: 2.246 1.625 2.165  0.40
H: 2.828 0.043 1.912  0.28
H: -0.555 -3.737 2.333  0.32
H: 0.556 -4.414 1.056  0.25
H: 1.401 -3.110 3.641  0.27
H: 1.343 -4.898 3.362  0.41
H: 2.513 -4.018 2.562  0.31
Br: -1.343 8.107 -0.147  0.00
C: -1.443 9.154 1.568  -0.32
Br: 0.333 9.650 2.332  -0.02
Br: -2.482 8.107 2.914  -0.02
H: -2.021 10.067 1.424  0.36
Br: 1.366 -0.214 10.016  -0.02
C: 3.373 -0.362 10.301  -0.32
Br: 4.398 0.331 8.734  0.00
Br: 3.896 -2.248 10.796  -0.02
H: 3.571 0.274 11.164  0.36
C: 8.891 4.386 -3.209  -0.95
N: 8.080 3.825 -4.286  0.05
C: 7.345 2.631 -3.987  -0.88
C: 8.377 4.061 -5.597  0.15
O: 7.642 3.615 -6.475  -0.58
H: 9.164 5.429 -3.371  0.36
H: 9.758 3.757 -3.005  0.34
H: 8.276 4.503 -2.317  0.31
H: 8.036 1.800 -3.846  0.33
H: 6.828 2.800 -3.042  0.29
H: 6.653 2.246 -4.736  0.28
H: 9.160 4.832 -5.657  0.30
C: 5.407 -1.775 -11.058  -0.82
N: 5.463 -3.136 -10.526  0.08
C: 6.297 -3.396 -9.326  -0.91
C: 4.963 -4.203 -11.184  0.18
O: 5.087 -5.394 -10.849  -0.60
H: 4.853 -1.635 -11.986  0.28
H: 6.432 -1.415 -11.138  0.32
H: 5.040 -1.079 -10.303  0.30
H: 6.082 -2.610 -8.602  0.32
H: 6.210 -4.371 -8.848  0.28
H: 7.355 -3.271 -9.557  0.33
H: 4.414 -3.876 -12.080  0.26
C: 9.014 -3.133 4.504  -0.96
N: 9.877 -1.982 4.240  0.09
C: 10.995 -1.776 5.212  -0.85
C: 9.445 -1.134 3.260  0.12
O: 10.067 -0.207 2.794  -0.57
H: 9.517 -3.967 4.014  0.33
H: 8.009 -3.100 4.085  0.31
H: 8.946 -3.359 5.568  0.33
H: 10.546 -1.380 6.123  0.32
H: 11.405 -2.747 5.487  0.33
H: 11.779 -1.099 4.874  0.29
H: 8.411 -1.253 2.901  0.26